{
  "formula": "C2H3FI2",
  "method": "the ωB97M-V functional and the def2-TZVPD basis",
  "symbols": ["C", "C", "F", "I", "I", "H", "H", "H"],
  "coordinates": [[-0.9354, -0.0558, -0.1972], [0.6273, -0.0540, 0.2104], [0.6843, 0.1134, 1.6090], [1.6682, -1.7438, -0.3913], [1.7613, 1.8564, -0.4030], [-1.1504, -0.4404, -1.2644], [-1.4068, -0.6074, 0.5809], [-1.2484, 0.9316, -0.1443]],
  "lowdin_charge": [-0.1509, -1.2989, -0.2056, 0.8465, 0.6236, 0.1061, 0.0588, 0.0203],
  "largest_force_ev_per_a": 3.4,
  "orbital_gap_ha": 0.3259,
  "e_homo_ha": -0.348,
  "e_lumo_ha": -0.0218,
  "total_charge": 0,
  "total_energy_ha": -773.2239
}